--- i ---
Molecular formula: C6H29NO9
Method: DFT, the ωB97M-V functional and the def2-TZVPD basis

Geometry as ORCA input:
```
! RIJCOSX wB97M-V def2-TZVPD def2/J DEFGRID3
* xyz 0 1
O -0.1068 -3.6009 1.2720
O -0.2487 -1.5554 -1.6112
O -0.7463 -3.1585 -0.5210
O -3.6727 -1.0061 0.7729
O 2.6531 3.4123 1.1500
O -1.0951 -1.0629 0.7697
O -2.5541 -1.9329 -0.9580
O -0.4574 0.4110 -2.6073
O -1.5389 -2.9554 2.6112
N 0.9910 1.5435 -0.0531
C -0.3144 0.8379 -0.2059
C 2.7776 2.0651 1.5178
C 1.5009 1.2525 1.3539
C 3.6975 4.2967 1.6669
C -0.9122 1.3076 -1.5848
C 0.0146 1.0595 -3.8090
H -0.0180 0.3819 -4.6622
H 4.6767 4.1534 1.2100
H -0.6081 -0.6900 -1.8066
H -0.3247 -3.4056 0.3606
H -3.4114 -1.1722 1.6787
H 3.5300 1.6210 0.8661
H -0.9259 -3.3893 2.0177
H -0.3525 -2.4577 -1.0408
H 3.8177 4.3210 2.7500
H -1.3185 -2.0262 2.5465
H -1.7512 -0.8353 0.1110
H 1.0263 1.4215 -3.6260
H -0.6951 -1.8683 0.4417
H 0.6936 -1.4102 -1.5262
H -4.4305 -1.5742 0.6337
H -0.9190 1.0945 0.6640
H 0.8992 2.5358 -0.2175
H -1.2549 -3.6682 -1.1516
H -0.2261 -0.2484 -0.2224
H 0.9529 1.6420 2.2118
H -1.9454 1.1074 -1.3008
H -0.9323 2.3863 -1.7400
H -1.8232 -2.4338 -0.5960
H 1.7432 0.2776 1.7769
H -3.0333 -1.6192 -0.1910
H -0.6609 1.8827 -4.0418
H 3.3455 5.3003 1.4283
H 3.3460 1.9897 2.4447
H 0.6119 -4.2307 1.2172
*
```



--- ii ---
Molecular formula: C6H29NO9
Method: DFT, the ωB97M-V functional and the def2-TZVPD basis

As for the structure (SMILES): C=CNC/C=C/C.O.O.O.O.O.O.O.O.O.

Geometry as ORCA input:
```
! RIJCOSX wB97M-V def2-TZVPD def2/J DEFGRID3
* xyz 0 1
O 0.1907 -2.4039 0.9999
O 2.2616 0.3466 1.5285
O 2.8615 -1.3526 -3.0890
O 1.9089 -1.7984 2.9742
O -1.0832 -0.9491 -4.1617
O 0.8458 -0.7293 -1.0264
O 2.5799 1.8629 -0.6454
O -1.7840 -4.1244 -0.3664
O -2.1766 -1.4692 -1.6186
N -0.6934 0.3628 1.8822
C -2.6241 0.8653 0.4524
C -0.2431 1.7776 2.4019
C -2.0685 0.4975 1.6075
C 0.1175 2.4916 1.1187
C -0.7525 3.2730 0.4817
C -0.5509 3.8197 -0.8890
H -1.5017 -3.3000 -0.7683
H -0.1027 0.2318 1.0695
H -1.7462 3.4923 0.8598
H 1.6459 1.6398 -0.7119
H -2.7560 -2.0824 -2.0860
H -0.1023 -0.7872 -1.0797
H 1.1736 2.5859 0.9261
H -2.7074 0.3333 2.4629
H 2.5956 -0.9085 -2.2783
H -2.6704 -1.2288 -0.8244
H 2.8379 2.2890 -1.4669
H -1.1161 2.2450 2.8611
H 0.4219 1.5773 3.2360
H -3.6944 0.9186 0.3065
H 0.3712 3.4644 -1.3578
H -1.3557 3.6037 -1.5836
H -1.7569 -0.2615 -4.1859
H 2.0724 -1.7185 -3.4840
H 2.9559 1.0068 1.4621
H -0.5034 -1.7871 1.2698
H -1.1800 -1.2951 -3.2623
H 2.1403 -0.0568 0.6647
H 1.1269 -1.3947 -0.3640
H -1.4701 -4.0817 0.5420
H 1.8706 -0.8129 2.9116
H -0.3842 4.9022 -0.9005
H 0.8777 -2.1131 1.6736
H -1.9834 0.8376 -0.4197
H 1.3907 -1.9886 3.7670
*
```



Winner for stability: ii